1.
Below is a 3-piece molecular cluster, C3H10O3 overall, with properties calculated with ωB97M-V with the def2-TZVPD basis set.

The calculation puts the LUMO energy (alpha / beta) at -4.742 / -8.754 eV. The HOMO energy (alpha / beta) is -14.52 / -14.50 eV. The expectation value of S² is 0.76. For the HOMO-LUMO gap (alpha / beta), the calculation gives 9.8 / 5.7 eV.

The geometry in ORCA input format:
```
! RIJCOSX wB97M-V def2-TZVPD def2/J DEFGRID3
* xyz 1 2
C 2.39 0.24 -0.49
C 1.33 -0.13 0.20
O 0.99 -1.47 0.24
C 0.48 0.86 0.94
H 2.58 1.23 -1.01
H 3.12 -0.58 -0.71
H 1.51 -1.84 -0.49
H -0.53 0.57 0.57
H 0.65 1.88 0.77
H 0.69 0.68 2.04
H -1.32 0.31 -1.27
H -1.75 -0.75 -2.32
O -2.02 -0.39 -1.47
H -3.49 -0.10 1.09
H -2.14 -0.60 0.68
O -2.49 0.09 1.23
*
```

=====

2.
Below is C45H47BBrN11O7PbS2 as an isolated structure, with properties calculated with ωB97M-V with the def2-TZVPD basis set.

The calculation puts the LUMO energy at -0.172 eV. The HOMO energy is -7.53 eV. For the HOMO-LUMO gap, the calculation gives 7.4 eV.

The geometry in ORCA input format:
```
! RIJCOSX wB97M-V def2-TZVPD def2/J DEFGRID3
* xyz 0 1
Pb 0.37 -0.33 0.38
O -3.73 -4.41 -0.66
C -3.14 -4.86 0.49
C -3.52 -6.12 0.94
C -2.93 -6.66 2.07
C -1.95 -5.95 2.75
C -1.59 -4.69 2.31
C -2.19 -4.12 1.19
C -1.69 -2.77 0.67
O -0.70 -2.22 1.39
N -2.92 -1.90 0.56
N -2.75 -0.58 0.53
C -3.78 0.16 0.64
C -3.76 1.62 0.64
Br -2.21 2.48 1.35
C -4.79 2.41 0.31
C -6.06 1.98 -0.29
C -7.19 2.78 -0.10
C -8.42 2.43 -0.64
C -8.54 1.28 -1.40
C -7.42 0.48 -1.62
C -6.20 0.83 -1.07
H -3.34 -3.56 -0.91
H -4.27 -6.67 0.37
H -3.23 -7.64 2.40
H -1.48 -6.38 3.63
H -0.82 -4.10 2.80
H -1.39 -2.97 -0.38
H -3.78 -2.24 0.97
H -4.77 -0.29 0.76
H -4.69 3.47 0.51
H -7.10 3.69 0.49
H -9.28 3.06 -0.47
H -9.50 1.00 -1.83
H -7.51 -0.41 -2.23
H -5.33 0.21 -1.28
C 2.36 -4.51 0.14
C 1.98 -3.33 0.79
N 1.77 -2.36 -0.09
N 1.99 -2.89 -1.31
C 2.34 -4.18 -1.20
B 1.71 -2.09 -2.60
N 0.18 -1.85 -2.74
C -0.66 -2.38 -3.64
C -1.93 -1.85 -3.43
C -1.76 -0.99 -2.35
N -0.49 -1.00 -1.93
N 2.42 -0.71 -2.53
C 3.20 -0.15 -3.48
C 3.53 1.13 -3.08
C 2.88 1.28 -1.85
N 2.21 0.17 -1.53
H 2.58 -5.47 0.57
H 1.84 -3.14 1.85
H 2.55 -4.78 -2.08
H 2.11 -2.70 -3.55
H -0.31 -3.09 -4.38
H -2.83 -2.06 -3.98
H -2.49 -0.36 -1.84
H 3.48 -0.71 -4.36
H 4.14 1.84 -3.60
H 2.86 2.13 -1.18
C 6.45 -2.98 5.76
C 6.39 -1.52 6.22
S 5.39 -0.50 5.15
O 5.14 0.74 5.82
O 4.28 -1.29 4.66
C 6.46 -0.17 3.74
C 6.07 1.14 3.03
N 4.63 1.27 2.78
C 3.90 0.45 1.98
N 2.62 0.76 2.02
C 2.50 1.82 2.87
C 3.73 2.15 3.34
N 4.03 3.26 4.19
O 5.19 3.66 4.25
O 3.10 3.76 4.79
C 4.52 -0.64 1.18
H 6.85 -3.61 6.56
H 7.09 -3.10 4.89
H 5.45 -3.33 5.51
H 7.37 -1.04 6.26
H 5.91 -1.41 7.19
H 6.37 -1.03 3.09
H 7.48 -0.09 4.12
H 6.59 1.19 2.08
H 6.37 1.99 3.63
H 1.56 2.30 3.08
H 5.51 -0.37 0.83
H 3.88 -0.84 0.32
H 4.57 -1.56 1.76
O -0.86 1.92 -0.94
S -0.46 2.23 -2.35
C 0.02 3.97 -2.29
C 0.34 4.65 -3.46
C 0.66 6.00 -3.39
C 0.66 6.65 -2.17
C 0.36 5.96 -1.00
C 0.04 4.61 -1.06
C -1.97 2.48 -3.29
C -2.07 1.94 -4.56
C -3.25 2.09 -5.28
C -4.31 2.79 -4.72
C -4.20 3.32 -3.44
C -3.03 3.16 -2.71
H 0.34 4.13 -4.42
H 0.90 6.54 -4.30
H 0.89 7.71 -2.12
H 0.37 6.46 -0.05
H -0.21 4.04 -0.17
H -1.23 1.39 -4.98
H -3.34 1.67 -6.27
H -5.23 2.90 -5.27
H -5.03 3.86 -3.00
H -2.93 3.56 -1.71
*
```

=====

3.
Below is C43H45BCdF3N7O8PS as an isolated structure, with properties calculated with ωB97M-V with the def2-TZVPD basis set.

The calculation puts the LUMO energy (alpha / beta) at 0.308 / 0.308 eV. The HOMO energy (alpha / beta) is -1.96 / -1.96 eV. For the HOMO-LUMO gap (alpha / beta), the calculation gives 2.3 / 2.3 eV.

The geometry in ORCA input format:
```
! RIJCOSX wB97M-V def2-TZVPD def2/J DEFGRID3
* xyz -1 1
Cd -1.98 -2.06 1.01
N -8.37 -2.33 -4.39
C -7.53 -2.64 -3.32
C -7.32 -1.73 -2.29
C -6.50 -2.05 -1.23
C -5.91 -3.29 -1.18
C -6.15 -4.23 -2.16
C -6.95 -3.91 -3.24
S -4.76 -3.67 0.15
O -5.24 -3.00 1.33
O -4.65 -5.11 0.23
N -3.34 -2.99 -0.26
C -2.72 -3.34 -1.37
N -1.42 -2.97 -1.44
C -0.76 -3.27 -2.53
C -1.34 -3.96 -3.59
C -2.67 -4.30 -3.43
N -3.36 -4.00 -2.35
H -8.47 -1.34 -4.57
H -8.22 -2.87 -5.22
H -7.80 -0.76 -2.35
H -6.31 -1.35 -0.43
H -5.68 -5.20 -2.07
H -7.11 -4.62 -4.04
H 0.28 -2.98 -2.56
H -0.78 -4.21 -4.48
H -3.21 -4.86 -4.19
C 4.65 -0.28 5.76
C 4.72 -1.10 4.46
N 3.72 -0.74 3.50
C 2.49 -1.41 3.53
C 1.63 -1.35 2.51
C 0.30 -2.05 2.56
O -0.30 -2.09 3.63
O -0.10 -2.59 1.47
C 1.94 -0.51 1.39
O 1.03 -0.44 0.31
C 3.05 0.31 1.42
C 3.36 1.24 0.38
C 4.50 1.99 0.45
F 4.83 2.79 -0.64
C 5.32 2.04 1.57
C 5.00 1.11 2.63
C 3.95 0.25 2.54
N 6.68 2.50 1.55
C 6.88 3.84 1.07
C 8.32 4.26 1.40
N 9.23 3.30 0.71
C 9.00 1.90 1.19
C 7.55 1.56 0.87
H 5.44 -0.60 6.44
H 3.69 -0.42 6.25
H 4.77 0.78 5.55
H 4.59 -2.16 4.72
H 5.71 -0.97 4.01
H 2.30 -1.99 4.42
H 2.72 1.30 -0.49
H 5.68 1.11 3.47
H 6.18 4.50 1.57
H 6.73 3.95 -0.02
H 8.49 4.18 2.48
H 8.54 5.27 1.07
H 10.21 3.57 0.82
H 8.97 3.31 -0.29
H 9.15 1.87 2.27
H 9.70 1.23 0.70
H 7.30 0.57 1.25
H 7.40 1.55 -0.23
O -4.01 0.73 1.53
C -3.10 0.81 0.71
O -2.19 -0.06 0.48
C -2.89 2.05 -0.17
P -1.35 1.52 -1.07
C -1.01 3.16 -1.90
C -1.83 3.86 -2.78
C -1.44 5.09 -3.28
C -0.22 5.63 -2.92
C 0.60 4.96 -2.03
C 0.20 3.74 -1.53
C -2.16 0.67 -2.48
C -3.27 -0.16 -2.34
C -3.79 -0.84 -3.44
C -3.21 -0.69 -4.69
C -2.09 0.11 -4.83
C -1.57 0.78 -3.74
H -2.71 2.93 0.46
H -3.75 2.26 -0.81
H -2.78 3.43 -3.08
H -2.09 5.62 -3.97
H 0.08 6.59 -3.32
H 1.55 5.38 -1.74
H 0.82 3.20 -0.83
H -3.72 -0.31 -1.38
H -4.64 -1.49 -3.30
H -3.63 -1.19 -5.55
H -1.62 0.21 -5.80
H -0.68 1.38 -3.85
C -4.39 -1.85 4.89
C -3.29 -1.51 3.90
C -2.65 -0.17 4.10
O -3.01 -2.27 3.01
H -4.02 -1.77 5.91
H -4.76 -2.85 4.69
H -5.19 -1.13 4.74
H -2.88 0.26 5.07
H -3.03 0.48 3.31
H -1.58 -0.28 3.95
F 0.51 -0.56 -1.93
B 1.31 -0.82 -0.90
F 2.45 -1.42 -1.30
*
```

=====

4.
Below is C3H6MnO3 as an isolated structure, with properties calculated with ωB97M-V with the def2-TZVPD basis set.

The calculation puts the LUMO energy (alpha / beta) at -5.602 / -5.631 eV. The HOMO energy (alpha / beta) is -11.46 / -15.18 eV. The expectation value of S² is 12.01. For the HOMO-LUMO gap (alpha / beta), the calculation gives 5.9 / 9.6 eV.

The geometry in ORCA input format:
```
! RIJCOSX wB97M-V def2-TZVPD def2/J DEFGRID3
* xyz 1 7
C 0.15 -1.26 -1.87
O 0.26 -0.93 -0.48
C 1.05 0.18 -0.10
C 0.31 1.42 -0.39
O -0.94 1.40 0.02
H -0.52 -2.13 -1.92
H -0.29 -0.42 -2.42
H 1.14 -1.52 -2.24
H 2.09 0.10 -0.43
H 0.79 2.32 -0.77
Mn -1.13 -0.30 0.93
O 0.79 -0.09 1.56
H 1.34 -0.84 1.81
*
```

=====

5.
Below is one molecule with the formula C4H7NO, with properties calculated with ωB97M-V with the def2-TZVPD basis set.

The SMILES is O=CCN1CC1. The calculation puts the LUMO energy at 0.959 eV. The HOMO energy is -8.55 eV. For the HOMO-LUMO gap, the calculation gives 9.5 eV.

The geometry in ORCA input format:
```
! RIJCOSX wB97M-V def2-TZVPD def2/J DEFGRID3
* xyz 0 1
O -2.96 -0.42 1.09
C -1.77 -0.48 0.94
C -0.83 0.67 0.57
N 0.27 0.13 -0.14
C 0.87 -0.02 -1.39
C 1.62 -0.23 -0.08
H -1.22 -1.45 1.01
H -0.51 1.18 1.50
H -1.39 1.40 -0.02
H 1.15 0.86 -2.00
H 0.55 -0.89 -1.96
H 1.86 -1.25 0.25
H 2.36 0.50 0.23
*
```

=====

6.
Below is a 2-piece molecular cluster, C5H10O2 overall, with properties calculated with ωB97M-V with the def2-TZVPD basis set.

The SMILES is C=CCO.CC=O. The calculation puts the LUMO energy at 0.820 eV. The HOMO energy is -9.52 eV. For the HOMO-LUMO gap, the calculation gives 10.3 eV.

The geometry in ORCA input format:
```
! RIJCOSX wB97M-V def2-TZVPD def2/J DEFGRID3
* xyz 0 1
O -1.12 -0.97 1.76
C -1.30 -1.26 0.38
C -1.15 -0.01 -0.44
C 1.44 0.62 0.81
C 1.56 1.35 -0.48
O 1.94 0.86 -1.52
C -0.62 -0.01 -1.66
H -1.44 -1.73 2.26
H -0.59 -2.03 0.03
H -2.32 -1.64 0.20
H -1.57 0.89 0.00
H 0.74 1.04 1.53
H 1.30 -0.45 0.69
H 2.47 0.81 1.14
H 1.43 2.45 -0.38
H -0.15 -0.89 -2.08
H -0.58 0.89 -2.27
*
```

=====

7.
Below is a 2-piece molecular cluster, C5H8ClN overall, with properties calculated with ωB97M-V with the def2-TZVPD basis set.

The calculation puts the LUMO energy at 0.730 eV. The HOMO energy is -7.84 eV. For the HOMO-LUMO gap, the calculation gives 8.6 eV.

The geometry in ORCA input format:
```
! RIJCOSX wB97M-V def2-TZVPD def2/J DEFGRID3
* xyz 0 1
C 0.51 1.14 -0.07
C -0.51 -1.83 -1.11
C -1.72 -0.94 -0.88
C -0.57 -0.35 -1.48
C 1.51 1.12 2.02
N 0.83 0.53 0.96
Cl 0.25 2.67 -0.62
H -0.19 -2.28 -0.15
H -0.22 -2.56 -2.00
H -2.55 -1.06 -1.41
H -1.82 -0.62 0.19
H -0.55 0.25 -2.36
H 1.44 2.19 1.84
H 2.50 0.86 2.01
H 1.10 0.89 3.05
*
```

=====

8.
Below is one molecule with the formula C18H25N5O2, with properties calculated with ωB97M-V with the def2-TZVPD basis set.

The SMILES is COCCN1C[C@@H](NC(=O)Nc2ccnn2C)[C@H](c2ccccc2)C1. The calculation puts the LUMO energy at 0.650 eV. The HOMO energy is -8.04 eV. For the HOMO-LUMO gap, the calculation gives 8.7 eV.

The geometry in ORCA input format:
```
! RIJCOSX wB97M-V def2-TZVPD def2/J DEFGRID3
* xyz 0 1
O 2.34 -0.83 3.43
N 4.00 2.72 -0.11
O -5.00 2.25 -0.60
C 1.76 -0.53 2.44
C 3.39 3.22 0.95
C 2.65 2.12 1.54
C 2.94 0.94 0.90
C 2.34 -3.12 -2.45
C 1.19 -2.41 -2.99
C 2.51 -3.28 -1.09
C 0.10 -2.19 -2.16
C 1.45 -2.81 -0.28
C 0.24 -2.29 -0.73
N 2.58 -0.37 1.39
N 3.75 1.39 -0.20
N -2.74 -0.30 0.56
N 0.38 -0.72 2.38
C -4.96 3.64 -0.82
C 4.12 0.46 -1.29
C -3.87 1.83 -0.03
C -4.04 0.32 0.33
C -2.12 -1.15 -0.41
C -1.77 0.09 1.63
C -0.87 -1.74 0.26
C -0.44 -0.54 1.15
H 3.40 4.16 1.38
H 2.11 2.21 2.48
H 3.10 -3.35 -3.24
H 1.18 -2.18 -4.08
H 3.45 -3.71 -0.78
H -0.78 -1.67 -2.66
H 1.66 -3.12 0.78
H 3.37 -1.06 1.38
H -0.02 -0.91 3.32
H -5.53 3.88 -1.70
H -5.38 4.16 0.12
H -4.00 4.14 -0.79
H 4.49 -0.44 -0.87
H 3.31 0.22 -1.98
H 5.02 0.87 -1.79
H -3.05 1.83 -0.82
H -3.58 2.43 0.83
H -4.60 -0.27 -0.43
H -4.61 0.23 1.25
H -1.79 -0.60 -1.23
H -2.74 -1.95 -0.80
H -1.59 1.15 1.86
H -2.17 -0.30 2.54
H -1.18 -2.59 0.97
H 0.01 0.18 0.45
*
```

=====

Here are the calculated molar mass numbers, same order: 94.11; 1215.99; 1031.13; 145.02; 85.11; 102.13; 117.58; 343.43 (g/mol).
Here are the calculated strongest force on any atom numbers, same order: 5.871; 1.062; 2.062; 1.356; 0.513; 0.778; 6.589; 7.012 (eV/A).
Here are the calculated ΔE to the lowest compared entry with this formula, charge and spin numbers, same order: 1.399; 0.101; 0.000; 0.412; 3.150; 2.745; 5.299; 4.161 (eV).